1.
{"formula": "C2H2INO3", "method": "ωB97M-V/def2-TZVPD", "largest_force_ev_per_a": 6.66, "gap_ev": [9.59, 5.52], "symbols": ["I", "O", "O", "O", "N", "C", "C", "H", "H"], "xyz": [[0.45565, 1.35887, -4.03388], [1.05024, -2.29908, -1.07163], [-1.65696, 0.26873, -1.02542], [-0.74692, 2.37627, -0.62644], [1.11447, -1.17622, -0.81835], [-1.31827, 1.36322, -0.81379], [0.67630, -0.36448, -0.04280], [-0.03062, -0.91276, 0.58055], [0.70705, 0.72407, 0.28795]], "forces_ev_per_a": [[0.0, 0.0, 0.0], [-0.5, -5.1, -1.1], [-1.0, 1.3, 0.1], [-1.6, -1.1, -0.1], [3.6, 3.4, -2.9], [1.8, 0.2, -0.4], [-3.1, 2.5, 5.3], [-0.4, 0.3, 0.8], [1.2, -1.6, -1.7]]}

2.
{"formula": "C2H2INP2", "method": "ωB97M-V/def2-TZVPD", "largest_force_ev_per_a": 3.32, "gap_ev": [6.53, 6.70], "symbols": ["I", "P", "P", "N", "C", "C", "H", "H"], "xyz": [[-2.16563, 1.48367, 0.02868], [-1.00023, -2.69640, -0.18942], [-1.07369, -0.27984, 1.21399], [-0.25921, -0.97597, -0.12373], [1.59089, 0.65587, -0.75060], [0.74045, -0.21511, -0.60754], [2.12633, 1.54319, -0.94453], [0.04109, 0.48460, 1.37315]], "forces_ev_per_a": [[-0.8, 0.8, -0.2], [1.6, 2.4, -0.6], [-0.5, -0.3, 0.2], [-1.1, -3.1, 0.0], [-2.0, -1.8, 0.1], [1.6, 1.0, -0.5], [0.4, 0.1, -0.2], [0.8, 1.0, 1.1]]}